Entry 1:
A 2-piece molecular cluster, C7H21N2OPSi overall. Source: the OMol25 dataset; level of theory: wB97M-V/def2-TZVPD.

Strongest force on any atom = 0.1002 hartree/bohr
Kohn-Sham gap = 6.92 eV
Highest occupied orbital energy = -7.788 eV
Energy relative to the best compared isomer or geometry (same formula, charge and spin) = 199.0 kJ/mol

Last column: Löwdin charge in e.
Element x y z (Å)
C (3.514, -1.830, -0.876)  -0.1490
C (1.925, -0.287, -1.934)  -0.0833
C (0.909, 1.224, 2.169)  -0.1408
C (1.680, 2.093, 0.021)  -0.1287
C (-3.135, 0.769, -1.033)  -0.1889
C (-2.806, -2.183, -0.181)  -0.1647
C (-2.507, 0.212, 1.736)  -0.1883
N (2.600, -0.736, -0.674)  -0.4512
N (1.726, 1.086, 0.996)  -0.4434
O (-0.521, -0.172, -0.336)  -0.4029
Si (-2.004, -0.369, -0.006)  0.2083
P (2.136, -0.487, 0.870)  1.1790
H (4.013, -1.947, 0.121)  0.0686
H (2.880, -2.688, -1.307)  0.1194
H (4.170, -1.482, -1.651)  0.0768
H (2.635, 0.309, -2.373)  0.0499
H (1.660, -1.050, -2.629)  0.0877
H (0.998, 0.226, -1.619)  0.0493
H (1.048, 0.322, 2.721)  0.0398
H (1.268, 2.079, 2.723)  0.1008
H (-0.121, 1.133, 1.989)  0.0324
H (0.644, 2.086, -0.359)  0.0926
H (1.926, 3.199, 0.259)  0.1206
H (2.419, 1.850, -0.826)  0.0944
H (-2.518, 1.624, -1.035)  -0.0221
H (-3.470, 0.482, -2.028)  0.0127
H (-3.988, 1.083, -0.314)  0.0423
H (-3.865, -2.211, 0.082)  0.0191
H (-2.898, -2.529, -1.212)  0.0135
H (-2.238, -2.752, 0.395)  -0.0640
H (-2.517, -0.631, 2.455)  0.0320
H (-2.030, 1.053, 2.166)  -0.0154
H (-3.536, 0.525, 1.691)  0.0036

***

Entry 2:
A 2-piece molecular cluster, C7H21N4O4P2S overall. Source: the OMol25 dataset; level of theory: wB97M-V/def2-TZVPD.

Strongest force on any atom = 0.0622 hartree/bohr
Net charge = +1
Kohn-Sham gap = 7.17 eV
Highest occupied orbital energy = -11.502 eV
Energy relative to the best compared isomer or geometry (same formula, charge and spin) = 67.0 kJ/mol

Last column: Löwdin charge in e.
Element x y z (Å)
O (-5.345, 0.482, -2.831)  -0.2150
P (-4.153, 0.759, -2.067)  0.3745
O (-3.420, 2.039, -2.613)  -0.0743
O (-3.156, -0.468, -2.114)  -0.0985
N (-4.551, 1.055, -0.411)  0.1447
C (-3.643, 1.026, 0.525)  -0.4455
N (-3.833, 1.272, 1.860)  0.1127
C (-2.806, 2.347, 2.079)  -0.0859
C (-1.673, 1.926, 1.074)  -0.1477
N (-2.298, 0.772, 0.352)  -0.2458
P (-1.687, -0.763, 0.964)  0.4102
S (-1.451, -0.836, 2.885)  0.2076
H (-3.876, 2.304, -3.433)  0.1190
H (-3.492, -1.004, -2.858)  0.1210
H (-5.514, 1.279, -0.176)  0.1687
H (-4.801, 1.592, 1.914)  0.1505
H (-2.484, 2.505, 3.099)  0.1266
H (-3.247, 3.214, 1.580)  0.1247
H (-1.475, 2.663, 0.298)  0.1257
H (-0.759, 1.667, 1.604)  0.0939
H (-2.568, -1.795, 0.574)  -0.0020
H (-0.413, -0.923, 0.363)  -0.0183
C (3.047, -1.414, -1.546)  -0.0692
C (3.227, -0.380, -0.440)  -0.4280
C (4.644, -0.352, 0.152)  -0.2089
O (4.918, -1.404, 1.055)  -0.1866
C (5.328, -2.622, 0.454)  -0.0968
N (2.212, -0.609, 0.598)  0.0338
H (2.997, -2.432, -1.158)  0.0651
H (2.118, -1.231, -2.088)  0.0705
H (3.865, -1.364, -2.266)  0.0830
H (3.043, 0.603, -0.885)  0.1332
H (4.745, 0.566, 0.738)  0.1234
H (5.405, -0.307, -0.635)  0.1233
H (5.938, -2.449, -0.437)  0.0932
H (4.465, -3.243, 0.204)  0.0744
H (5.927, -3.165, 1.184)  0.0907
H (2.281, 0.133, 1.290)  0.0749
H (2.487, -1.443, 1.113)  0.0775

***

Entry 3:
A 7-piece molecular cluster, C7H21N7O14 overall. Source: the OMol25 dataset; level of theory: wB97M-V/def2-TZVPD.

Strongest force on any atom = 0.0960 hartree/bohr
Spin multiplicity = 2
Net charge = -1
Kohn-Sham gap (spin up / spin down) = 2.50 / 5.85 eV
Highest occupied orbital energy (spin up / spin down) = -0.782 / -4.130 eV
Energy relative to the best compared isomer or geometry (same formula, charge and spin) = 66.2 kJ/mol

Last column: Löwdin charge in e.
Element x y z (Å)
C (3.339, 3.516, 1.753)  0.0581
N (4.238, 2.333, 1.558)  -0.4236
O (3.836, 1.363, 0.884)  0.0266
O (5.319, 2.303, 2.142)  0.0215
H (3.502, 4.016, 0.798)  0.1051
H (3.710, 4.079, 2.609)  0.0917
H (2.321, 3.147, 1.874)  0.0996
C (0.889, -0.428, -0.393)  0.0580
N (-0.049, -0.562, 0.779)  -0.4422
O (-0.884, -1.452, 0.712)  0.0102
O (-0.056, 0.352, 1.549)  0.0775
H (1.796, -0.576, 0.192)  0.0849
H (0.795, 0.588, -0.775)  0.0853
H (0.768, -1.178, -1.176)  0.0662
C (2.688, -1.521, 5.200)  0.0246
N (1.838, -0.557, 4.426)  -0.3770
O (0.743, -0.987, 4.068)  0.0696
O (2.349, 0.597, 4.152)  0.0158
H (3.714, -1.314, 4.896)  0.0909
H (2.483, -2.516, 4.805)  0.0894
H (2.556, -1.536, 6.282)  0.0951
C (-0.673, 1.728, -3.435)  0.0257
N (-0.614, 3.011, -4.146)  -0.4892
O (-0.016, 3.156, -5.140)  0.0685
O (-1.269, 3.884, -3.604)  0.0555
H (-1.464, 1.186, -3.953)  0.0951
H (-0.871, 1.811, -2.366)  0.0695
H (0.305, 1.283, -3.621)  0.0924
C (-1.964, 4.361, 0.752)  -0.0412
N (-1.225, 3.224, 0.106)  -0.5811
O (-1.834, 2.154, -0.052)  -0.1775
O (-0.015, 3.394, -0.261)  -0.2142
H (-1.429, 5.282, 0.518)  0.0549
H (-1.905, 4.170, 1.823)  0.0629
H (-2.942, 4.519, 0.298)  0.0610
C (-1.365, -3.640, -4.449)  0.0371
N (-0.491, -2.703, -3.689)  -0.4280
O (0.421, -3.146, -3.027)  0.0718
O (-0.811, -1.509, -3.799)  0.0494
H (-1.171, -3.600, -5.521)  0.0980
H (-2.369, -3.299, -4.200)  0.1013
H (-1.115, -4.652, -4.129)  0.0916
C (-2.766, -4.302, 0.474)  0.0193
N (-3.995, -4.355, 1.237)  -0.4374
O (-4.664, -3.318, 1.433)  0.0623
O (-4.363, -5.483, 1.478)  0.0467
H (-2.048, -4.966, 0.956)  0.1023
H (-2.398, -3.279, 0.560)  0.0735
H (-2.846, -4.578, -0.577)  0.1027

***

Entry 4:
A 3-piece molecular cluster, C7H21NO2 overall. Source: the OMol25 dataset; level of theory: wB97M-V/def2-TZVPD.

Strongest force on any atom = 0.0490 hartree/bohr
SMILES = CCCCNC(C)C.O.O
Kohn-Sham gap = 9.99 eV
Highest occupied orbital energy = -9.272 eV
Energy relative to the best compared isomer or geometry (same formula, charge and spin) = 67.4 kJ/mol

Last column: Löwdin charge in e.
Element x y z (Å)
C (-1.503, -2.098, 0.150)  -0.0967
C (-2.048, -0.990, 1.071)  -0.2394
C (-1.986, 0.449, 0.526)  -0.2014
C (-0.640, 1.127, 0.608)  -0.2225
N (0.480, 0.554, -0.204)  -0.0454
C (1.686, 0.179, 0.572)  -0.4262
C (1.473, -0.454, 1.921)  -0.0839
C (2.549, -0.743, -0.316)  -0.0478
H (-1.231, -1.698, -0.822)  0.0583
H (-2.211, -2.918, 0.029)  0.0690
H (-0.654, -2.624, 0.575)  0.0592
H (-1.462, -0.975, 1.999)  0.0947
H (-3.055, -1.244, 1.354)  0.0930
H (-2.726, 1.023, 1.081)  0.1122
H (-2.344, 0.403, -0.510)  0.1116
H (-0.390, 1.305, 1.653)  0.1095
H (-0.703, 2.126, 0.166)  0.0928
H (0.069, -0.265, -0.639)  0.0604
H (2.196, 1.129, 0.656)  0.1287
H (0.834, -1.338, 1.987)  0.0710
H (1.323, 0.189, 2.789)  0.0755
H (2.423, -0.922, 2.214)  0.0795
H (2.362, -1.750, 0.015)  0.0680
H (3.624, -0.565, -0.255)  0.0804
H (2.272, -0.647, -1.364)  0.0560
O (-1.146, 3.229, -2.463)  -0.0699
H (-0.176, 3.345, -2.529)  0.0475
H (-0.920, 2.469, -1.888)  -0.0028
O (0.824, 0.376, -3.087)  -0.0671
H (1.170, 1.032, -2.462)  0.0194
H (-0.094, 0.295, -2.828)  0.0166

***

Question: Which value of strongest force on any atom does entry 3 give?
Answer: 0.0960 hartree/bohr